1.
14
Properties=species:S:1:pos:R:3:forces:R:3 method="wB97M-V/def2-TZVPD" gap_ev=9.9 max_force_ev_per_a=2.77 lumo_energy_ha=0.0384 smiles=COC[C@H]1CO1 homo_energy_ev=-8.9
C 1.865 0.915 -1.144 0.27 0.01 -0.15
H 1.047 0.291 1.252 -0.39 0.08 -0.13
C -1.972 -1.093 0.557 0.19 -1.21 0.22
H 2.602 1.215 -0.381 -0.14 -0.05 -0.10
H -1.511 -1.759 -0.155 0.30 -0.57 0.37
H 1.918 1.611 -1.984 0.04 -0.12 0.13
H -1.920 0.503 0.211 0.33 2.51 1.13
O -1.431 -0.809 1.798 -0.33 0.07 0.44
H 2.121 -0.097 -1.496 -0.05 0.16 0.05
O 0.554 0.969 -0.646 -0.12 0.02 -0.07
H -3.072 -1.063 0.574 0.48 0.24 -0.35
C 0.347 0.083 0.418 -0.18 -0.20 0.06
H 0.541 -0.965 0.116 0.13 0.14 -0.05
C -1.088 0.198 0.879 -0.53 -1.07 -1.54

---

2.
14
Properties=species:S:1:pos:R:3:forces:R:3 method="wB97M-V/def2-TZVPD" gap_ev=8.9 max_force_ev_per_a=1.62 lumo_energy_ha=0.0162 homo_energy_ev=-8.4
H 1.130 -0.619 -0.733 0.00 -0.31 -0.13
H 0.577 0.968 -0.280 -0.73 -1.27 -0.23
C 0.393 -0.163 -0.064 0.56 0.35 -0.29
H -0.342 1.757 1.221 0.18 -0.38 -0.22
O 1.377 0.881 1.749 0.59 0.90 -0.25
H -1.268 0.513 -2.017 0.02 -0.11 0.09
O -0.888 -0.623 -0.315 0.08 0.11 0.00
H -2.239 -0.963 -1.777 0.10 0.05 -0.02
C 0.786 -0.359 1.413 -0.20 -0.11 0.07
H 1.551 -1.119 1.589 -0.17 -0.03 -0.17
H -0.544 -1.089 -2.320 -0.06 0.04 0.16
H -0.062 -0.560 2.063 -0.37 -0.01 -0.18
C -1.243 -0.532 -1.679 -0.13 0.00 -0.25
C 0.773 1.908 1.150 0.14 0.76 1.43

---

3.
14
Properties=species:S:1:pos:R:3:forces:R:3 method="wB97M-V/def2-TZVPD" gap_ev=11.0 max_force_ev_per_a=4.52 lumo_energy_ha=0.0329 smiles=OCC1COC1 homo_energy_ev=-10.1
C 1.124 -0.639 -0.197 3.75 -2.51 -0.12
H -0.749 1.739 1.149 -0.35 -1.08 -1.38
C -1.366 -0.869 -0.041 1.32 0.23 0.35
H -2.040 -1.301 0.735 0.06 0.21 -1.12
H 0.049 -0.574 1.694 0.14 0.21 -0.78
H 0.947 -0.704 -1.282 -0.53 -0.24 0.36
H -1.029 -1.516 -0.882 -1.27 0.05 0.41
H 1.530 -1.660 0.199 -0.37 1.61 -1.15
H 0.055 1.671 -0.505 -0.71 -1.05 1.25
C -0.061 -0.361 0.609 -0.71 1.38 0.96
O -1.700 0.484 -0.482 0.26 -0.17 1.05
O 2.269 0.282 -0.095 -2.77 2.07 0.11
C -0.552 1.037 0.256 -0.47 1.89 -0.39
H 1.818 1.210 -0.249 1.65 -2.59 0.45

---

4.
14
Properties=species:S:1:pos:R:3:forces:R:3 method="wB97M-V/def2-TZVPD" gap_ev=10.0 max_force_ev_per_a=4.86 lumo_energy_ha=0.0257 smiles="CC(=O)O.C=C" homo_energy_ev=-9.3
C 0.983 -1.120 -0.516 2.92 -3.52 1.65
C -1.119 1.974 -0.599 2.32 0.79 -1.82
H 1.772 -1.960 -0.115 -2.02 1.22 -1.39
O 1.157 -0.827 1.885 -1.67 0.32 0.84
H -1.749 -0.051 -0.422 2.47 1.79 -1.89
H -0.251 2.624 -0.890 -1.00 0.01 0.97
O -0.890 -0.698 1.072 0.08 -1.45 1.36
C -0.847 0.690 -0.731 -2.86 -0.22 1.39
H 0.280 -1.486 -1.337 1.24 0.64 1.36
H 0.212 0.387 -0.524 -2.32 1.69 -1.94
H -2.082 2.394 -0.491 -0.89 0.41 -0.02
H 1.762 -0.372 -0.828 -1.23 -0.41 0.20
H 0.495 -0.725 2.656 1.65 -0.11 -1.26
C 0.276 -0.830 0.840 1.31 -1.15 0.55

---

5.
14
Properties=species:S:1:pos:R:3:forces:R:3 method="wB97M-V/def2-TZVPD" gap_ev=10.3 max_force_ev_per_a=0.55 lumo_energy_ha=0.0206 smiles="C=CC=O.CO" homo_energy_ev=-9.7
H -0.184 -1.985 0.164 0.20 -0.09 -0.02
C 0.715 -1.928 -0.489 0.11 -0.23 -0.17
O -0.488 0.818 0.216 0.01 0.02 -0.20
H 2.141 0.636 1.316 0.12 -0.20 -0.02
C 1.528 -0.214 1.037 0.19 -0.30 -0.02
H -1.607 2.562 0.318 -0.09 -0.11 -0.08
C -1.727 1.473 0.250 -0.49 0.25 -0.01
H -2.349 1.218 -0.614 -0.02 0.09 0.11
C 1.675 -0.870 -0.116 0.17 0.01 0.22
O 0.841 -2.666 -1.442 -0.08 0.31 0.30
H -2.221 1.117 1.157 -0.11 0.15 -0.13
H -0.108 0.758 -0.668 -0.23 0.23 0.09
H 0.732 -0.474 1.730 0.24 -0.04 -0.15
H 2.451 -0.621 -0.834 -0.03 -0.10 0.08

---

6.
14
Properties=species:S:1:pos:R:3:forces:R:3 method="wB97M-V/def2-TZVPD" gap_ev=10.3 max_force_ev_per_a=0.48 lumo_energy_ha=0.0281 smiles="C[C@H](C=O)CO" homo_energy_ev=-9.6
H -0.280 0.384 1.509 0.13 0.02 -0.22
H -0.283 2.254 -0.030 -0.23 0.02 -0.10
H 1.060 -0.534 -1.079 0.06 -0.03 0.18
O -1.292 1.193 -1.428 0.11 0.13 0.43
C -1.225 -1.105 0.241 0.02 -0.04 -0.04
C -0.291 0.090 0.450 0.04 0.00 -0.03
H -1.030 -1.904 0.966 0.09 0.16 -0.13
H 2.761 0.837 -0.380 -0.19 0.10 0.12
C 1.143 -0.194 -0.035 -0.21 -0.43 -0.01
H -1.118 -1.516 -0.767 0.00 0.06 0.11
O 1.902 1.004 0.029 0.26 -0.05 0.02
H -2.275 -0.811 0.351 0.23 0.03 0.01
H 1.611 -0.987 0.562 -0.10 0.03 -0.04
C -0.684 1.288 -0.388 -0.20 0.01 -0.31

---

7.
15
Properties=species:S:1:pos:R:3:forces:R:3 method="wB97M-V/def2-TZVPD" gap_ev=9.8 max_force_ev_per_a=0.94 lumo_energy_ha=0.0224 smiles=C[C@@]1(S)[C@H](O)[C@@H]1O homo_energy_ev=-9.2
C -0.902 0.304 -0.832 0.57 0.64 -0.29
O -1.620 -0.687 -1.477 -0.11 -0.04 0.11
H -0.892 1.163 1.278 -0.05 -0.60 -0.42
H -1.024 -1.575 1.300 -0.23 0.28 -0.06
C 0.403 -0.046 -0.112 -0.53 -0.27 -0.08
C 1.497 0.982 -0.090 0.17 0.13 -0.12
H -0.898 1.271 -1.366 -0.11 -0.55 0.38
H 1.094 2.003 -0.068 -0.04 -0.22 0.16
S 0.913 -1.767 -0.257 0.19 0.23 0.31
O -1.616 -0.802 1.207 0.20 -0.49 0.21
H 2.102 0.913 -0.999 0.02 -0.09 0.15
C -0.874 0.239 0.669 0.29 0.87 0.22
H 2.141 0.833 0.785 -0.04 0.15 -0.15
H 1.830 -1.724 0.744 -0.31 0.02 -0.28
H -2.155 -1.107 -0.783 -0.02 -0.06 -0.13

---

8.
15
Properties=species:S:1:pos:R:3:forces:R:3 method="wB97M-V/def2-TZVPD" gap_ev=10.7 max_force_ev_per_a=3.99 lumo_energy_ha=0.0232 smiles="CC(=O)S.CC=O" homo_energy_ev=-10.0
O 1.217 0.576 -0.924 0.45 2.14 -0.30
H 1.409 -1.980 1.074 0.41 1.31 -0.78
H -1.797 2.213 0.639 1.20 -1.65 -1.88
C -1.397 1.466 -0.219 -3.03 2.57 0.36
C 1.825 -0.963 0.756 1.60 -2.02 2.99
O -1.145 0.015 1.627 0.17 -0.98 0.67
H 1.726 -0.319 1.660 -0.24 0.10 -1.19
C -1.361 0.083 0.461 -0.43 2.07 -0.76
C 1.405 -0.540 -0.553 -0.83 1.16 0.96
H -2.260 1.572 -1.046 2.05 -0.54 1.69
H 1.127 -1.256 -1.226 -0.26 -2.86 -1.92
S -1.825 -1.226 -0.655 0.49 0.03 -0.09
H 2.929 -1.136 0.653 -0.62 -0.04 0.13
H -1.403 -0.372 -1.612 -0.35 -0.69 -0.31
H -0.450 1.867 -0.633 -0.60 -0.60 0.44

---

9.
16
Properties=species:S:1:pos:R:3:forces:R:3 method="wB97M-V/def2-TZVPD" gap_ev=8.6 max_force_ev_per_a=3.18 lumo_energy_ha=-0.0304 homo_energy_ev=-9.4
H -2.112 1.125 1.944 0.07 0.05 0.11
H -3.712 0.590 1.339 -0.15 -0.09 0.06
H -2.967 2.088 0.708 -0.05 0.14 -0.14
H 3.345 0.794 -0.441 0.06 0.07 -0.02
H 1.751 -0.381 1.127 -0.23 -0.03 0.10
H 3.936 -0.832 -0.079 0.11 -0.01 -0.01
S -1.205 -1.511 0.716 2.45 0.69 -1.65
O -2.953 -0.206 -1.198 -0.26 -0.14 0.09
C 3.147 -0.268 -0.570 -0.19 -0.09 -0.10
S -1.964 0.175 -0.230 -0.23 0.41 0.16
C 0.848 -1.109 -0.594 -2.46 -0.75 1.87
C -2.786 1.094 1.098 0.44 -0.56 -0.43
C 1.828 -0.601 0.073 0.48 0.12 0.30
H 3.137 -0.504 -1.630 0.10 0.02 -0.07
H 0.570 -1.432 -1.566 -0.16 -0.10 -0.42
O -0.863 0.979 -0.694 0.03 0.27 0.14

---

10.
15
Properties=species:S:1:pos:R:3:forces:R:3 method="wB97M-V/def2-TZVPD" gap_ev=10.8 max_force_ev_per_a=2.47 lumo_energy_ha=0.0296 smiles=C#C[SiH](OC)OC homo_energy_ev=-10.0
H 2.189 -1.340 0.549 -1.84 -1.34 0.09
H -0.483 2.184 1.184 0.40 0.30 0.45
H 1.294 1.810 1.484 -0.79 0.77 -0.48
O 0.112 -1.363 -0.077 -0.08 1.47 0.41
O 0.523 1.439 -0.401 0.75 1.41 0.53
H 0.750 3.295 0.542 0.25 0.07 -0.22
C 1.213 -1.992 0.501 1.05 -1.64 -0.96
H 0.828 -0.204 -2.150 -1.05 0.44 0.33
C -3.081 -0.265 -1.063 -1.18 0.01 1.21
Si -0.060 0.057 -0.934 0.34 -2.45 -0.05
H 0.887 -2.456 1.458 0.58 0.89 -0.16
C 0.537 2.265 0.787 -0.48 -2.07 0.01
C -1.898 -0.126 -0.870 0.39 0.78 -1.30
H -4.151 -0.370 -0.859 0.94 0.01 -0.66
H 1.340 -2.934 -0.151 0.73 1.34 0.82

---

11.
15
Properties=species:S:1:pos:R:3:forces:R:3 method="wB97M-V/def2-TZVPD" gap_ev=9.6 max_force_ev_per_a=3.86 lumo_energy_ha=0.0241 homo_energy_ev=-9.0
C 2.149 1.422 -1.561 0.23 1.63 1.04
H -1.912 -1.730 -1.180 0.98 -0.92 0.70
O -0.512 -1.186 0.275 -0.39 0.93 -0.21
H 2.463 3.378 -0.389 0.11 -1.36 -0.63
Si 0.547 -1.289 1.531 0.11 -0.51 0.08
H 0.820 1.661 0.389 -2.26 -0.57 2.20
H 0.331 2.293 2.070 -0.17 -1.13 -0.68
H -0.147 -2.280 -1.349 -0.36 0.02 -0.80
C 0.190 1.395 1.380 -0.93 3.19 -1.97
C -0.988 -2.137 -0.677 0.88 -0.20 1.13
H -1.008 -3.096 -0.101 -1.09 0.39 -0.90
C 2.352 2.409 -0.910 0.34 1.33 0.12
H 1.668 0.614 -1.973 -0.32 -1.52 -0.91
H -0.965 1.265 1.241 2.10 0.40 -0.25
O 0.733 0.284 1.933 0.76 -1.66 1.06

---

12.
15
Properties=species:S:1:pos:R:3:forces:R:3 method="wB97M-V/def2-TZVPD" gap_ev=11.2 max_force_ev_per_a=0.64 lumo_energy_ha=0.0310 smiles="COC(=O)[C@@H](C)O" homo_energy_ev=-10.3
H -2.418 1.256 -0.845 0.11 -0.05 -0.04
H 2.743 0.828 1.106 0.13 -0.17 -0.07
H -1.522 0.091 -1.855 0.01 0.07 0.13
H -1.974 -1.635 0.044 -0.21 0.01 0.10
C 2.336 0.078 0.428 0.44 0.20 -0.28
O -2.033 -0.897 0.667 -0.22 -0.24 -0.16
C -1.053 0.033 0.259 -0.05 0.19 0.02
H 3.046 -0.721 0.216 0.03 0.05 0.11
C -1.447 0.782 -1.010 -0.04 -0.02 -0.05
C 0.248 -0.719 0.067 -0.08 -0.30 -0.20
H -0.903 0.734 1.083 -0.19 -0.14 -0.04
O 0.473 -1.469 -0.851 -0.12 0.41 0.48
H -0.720 1.562 -1.272 -0.08 -0.16 0.11
O 1.145 -0.410 1.033 -0.21 0.06 -0.18
H 2.039 0.549 -0.516 0.48 0.09 0.08

---

13.
15
Properties=species:S:1:pos:R:3:forces:R:3 method="wB97M-V/def2-TZVPD" gap_ev=9.5 max_force_ev_per_a=0.82 lumo_energy_ha=0.0248 homo_energy_ev=-8.9
H 0.224 0.942 0.545 0.37 -0.27 -0.02
C 1.465 0.697 1.344 -0.29 -0.04 0.16
O 1.121 -1.084 -0.610 -0.53 0.43 0.31
O 2.642 0.531 0.637 -0.01 -0.09 -0.05
C 0.253 -0.541 -0.008 0.58 -0.46 -0.35
C -1.196 -0.991 0.193 0.03 0.04 0.10
H 1.431 0.104 2.270 -0.20 -0.06 -0.26
H -1.522 -1.158 1.222 0.26 0.18 -0.05
H -2.548 0.775 0.045 0.25 0.05 0.01
H -2.031 0.102 -1.518 -0.05 -0.01 0.21
H 2.557 -0.275 0.093 0.05 0.12 0.03
H 1.456 1.762 1.634 -0.51 -0.20 -0.17
C -1.723 0.283 -0.482 -0.18 0.01 -0.07
H -1.351 -1.916 -0.377 0.11 0.20 0.19
O -0.502 1.016 -0.511 0.11 0.10 -0.06

---

14.
15
Properties=species:S:1:pos:R:3:forces:R:3 method="wB97M-V/def2-TZVPD" gap_ev=10.5 max_force_ev_per_a=2.58 lumo_energy_ha=0.0170 smiles="C[C@@H](O)[C@@H](O)C=O" homo_energy_ev=-10.1
C -1.291 0.290 1.028 -0.67 0.46 0.13
H -2.101 0.111 0.326 -0.13 0.11 -0.17
O -1.521 0.633 2.191 -0.53 0.36 -0.52
O 0.779 0.229 1.903 -1.09 0.35 0.86
C -0.121 -0.368 -1.734 -0.05 0.01 0.02
C 0.820 -0.160 -0.557 -0.26 -0.19 0.15
H -0.419 -1.198 0.885 1.02 -0.48 -0.03
H 0.451 -0.420 -2.665 -0.04 0.01 0.18
O 1.495 1.059 -0.745 0.12 0.11 0.28
C 0.095 -0.168 0.799 -0.78 -0.50 -0.18
H 1.544 -0.993 -0.532 -0.13 0.17 0.07
H -0.688 -1.301 -1.635 0.08 0.15 0.01
H -0.196 0.588 2.473 2.40 -0.61 -0.72
H 1.969 1.224 0.084 -0.03 0.15 -0.11
H -0.817 0.473 -1.822 0.08 -0.11 0.02

---

15.
15
Properties=species:S:1:pos:R:3:forces:R:3 method="wB97M-V/def2-TZVPD" gap_ev=10.7 max_force_ev_per_a=8.06 lumo_energy_ha=0.0321 homo_energy_ev=-9.9
H -2.742 0.360 0.133 -1.45 0.37 1.61
C 1.637 -0.472 -0.044 1.42 -2.43 1.00
H -1.364 -1.041 1.372 -0.09 -1.13 -0.25
C -0.685 0.520 0.105 -7.74 -2.23 -0.38
H 0.285 -0.506 -1.798 -0.75 2.25 2.33
H -0.169 1.308 -1.776 0.61 -0.97 1.03
C 0.127 0.462 -1.064 0.07 1.72 -4.62
O 1.264 0.777 -0.292 1.15 1.45 -2.15
O -2.066 0.240 -0.486 1.96 -0.23 -1.24
C -0.435 -0.562 1.151 2.02 2.70 -1.14
H 2.159 -0.909 -0.910 -0.86 -0.61 -0.06
H 2.387 -0.353 0.654 1.57 -0.45 2.32
H -0.133 -0.006 2.078 0.58 -1.04 -0.43
H -0.812 1.493 0.460 0.55 1.62 0.68
O 0.546 -1.311 0.416 0.97 -1.03 1.29

---

16.
15
Properties=species:S:1:pos:R:3:forces:R:3 method="wB97M-V/def2-TZVPD" gap_ev=10.9 max_force_ev_per_a=0.54 lumo_energy_ha=0.0251 smiles="O=C(CO)CCO" homo_energy_ev=-10.2
C -0.909 -0.620 0.471 -0.05 -0.06 0.01
H -0.938 0.473 -1.370 -0.12 0.06 0.06
H -1.753 2.397 -0.356 0.10 -0.20 0.15
H 2.791 -0.470 -0.124 0.05 0.14 0.23
H -2.550 0.190 -0.697 0.14 0.05 0.18
H 1.165 0.912 1.565 0.03 -0.10 -0.08
H 1.546 -0.712 2.156 -0.08 0.08 -0.12
O 2.825 0.035 0.711 0.09 -0.17 -0.19
O -1.457 1.695 0.238 0.03 0.35 -0.01
C 1.546 -0.071 1.256 -0.24 0.06 0.10
O 1.039 -1.186 -0.756 -0.18 0.29 0.41
H -1.184 -0.424 1.513 0.07 0.01 -0.16
C 0.586 -0.680 0.256 0.17 -0.23 -0.35
C -1.515 0.455 -0.436 -0.08 -0.31 -0.30
H -1.314 -1.588 0.167 0.07 0.05 0.07